1.
C20H17MoN2O9S2 | ωB97M-V/def2-TZVPD

## Properties
E_tot ... -65944.958 eV
Energy relative to the best compared isomer or geometry (same formula, charge and spin) ... 0.000 eV
E_HOMO (alpha / beta) ... -10.911 / -10.913 eV

Structure (ORCA input):
```
! RIJCOSX wB97M-V def2-TZVPD def2/J DEFGRID3
* xyz 1 1
Mo -0.2030 0.0669 0.1661
O 6.3652 2.3598 -0.9523
C 6.0923 0.9849 -1.0863
C 4.6243 0.7554 -0.8730
C 4.0965 -0.5293 -0.9043
C 2.7443 -0.7151 -0.7062
N 1.9149 0.3117 -0.4746
C 2.4140 1.5621 -0.4548
C 3.7584 1.8185 -0.6480
C 1.4082 2.6262 -0.2397
C 1.6915 3.9748 -0.3147
C 0.6615 4.9018 -0.2011
C 0.9481 6.3784 -0.3258
O 2.3047 6.6970 -0.1431
C -0.6366 4.4366 -0.0203
C -0.8621 3.0817 0.0716
N 0.1446 2.1923 -0.0242
H 7.2880 2.5273 -1.1678
H 6.6458 0.3886 -0.3515
H 6.3583 0.6134 -2.0826
H 4.7236 -1.3925 -1.0833
H 2.3026 -1.7016 -0.7254
H 4.1524 2.8221 -0.6266
H 2.6978 4.3285 -0.4806
H 0.2917 6.9386 0.3459
H 0.6883 6.6784 -1.3446
H 2.4966 6.7765 0.7967
H -1.4763 5.1141 0.0548
H -1.8540 2.6776 0.2250
O -3.7725 1.2089 -0.5957
S -3.0734 0.0148 -0.2484
O -2.0123 0.3712 0.8890
O -3.7715 -1.1799 0.0648
S -1.4735 -0.3325 -1.6138
O 1.7717 -3.1477 1.2229
C 1.0136 -2.3940 1.7480
O 0.3017 -1.5083 0.9253
C 0.7003 -2.2668 3.1735
C -0.1912 -1.3188 3.6650
C -0.4616 -1.2191 5.0284
C 0.1859 -2.1092 5.8518
O 0.0877 -2.2203 7.1918
C 0.9336 -3.3130 7.5782
O 1.5559 -3.8088 6.3929
C 1.0717 -3.0680 5.3618
C 1.3528 -3.1775 4.0318
H -0.7222 -0.6611 2.9893
H -1.1588 -0.4937 5.4205
H 0.3220 -4.0964 8.0257
H 1.6962 -2.9475 8.2652
H 2.0354 -3.9175 3.6407
*
```

Atom charges from the natural (NBO) analysis, given in e for atoms 1 to 2: 1.307 -0.717

2.
C20H17NO2PRhS3 | ωB97M-V/def2-TZVPD

## Properties
E_tot ... -71404.932 eV
E_HOMO ... -7.334 eV

Structure (ORCA input):
```
! RIJCOSX wB97M-V def2-TZVPD def2/J DEFGRID3
* xyz 0 1
Rh -0.3004 0.3713 -2.2521
O -1.6787 -3.3771 -2.8140
C -1.0717 -2.3562 -2.5819
O -1.5337 -1.1483 -2.7165
C 0.3639 -2.4215 -2.0941
C 0.9954 -3.6136 -1.7941
C 2.2985 -3.5705 -1.3280
C 2.9302 -2.3417 -1.1946
C 2.2361 -1.1914 -1.5164
N 0.9725 -1.2413 -1.9519
H 0.4454 -4.5332 -1.9365
H 2.8195 -4.4842 -1.0735
H 3.9489 -2.2649 -0.8424
H 2.6787 -0.2070 -1.4513
S 0.7051 3.6468 -1.3180
C 0.2879 2.5823 -2.5351
S 1.4166 1.5263 -3.3476
S -1.3751 2.2467 -3.0178
C -1.9222 -1.1536 0.2455
P -0.8238 0.2564 -0.0698
C -1.7347 1.6325 0.6608
C -2.8824 2.1031 0.0287
C -3.6414 3.0952 0.6266
C -3.2594 3.6223 1.8521
C -2.1236 3.1467 2.4898
C -1.3627 2.1493 1.8998
C 0.6443 -0.0132 0.9467
C 0.7927 -1.1941 1.6730
C 1.9479 -1.4197 2.4079
C 2.9597 -0.4709 2.4193
C 2.8182 0.7042 1.6928
C 1.6683 0.9340 0.9541
H -2.2076 -1.1731 1.2975
H -1.4661 -2.1021 -0.0333
H -2.8085 -1.0141 -0.3726
H -3.1724 1.7094 -0.9343
H -4.5271 3.4645 0.1274
H -3.8480 4.4062 2.3106
H -1.8248 3.5543 3.4465
H -0.4751 1.7872 2.4016
H 0.0152 -1.9452 1.6753
H 2.0545 -2.3381 2.9704
H 3.8590 -0.6466 2.9956
H 3.6075 1.4445 1.6928
H 1.5734 1.8385 0.3611
*
```

Atom charges from the natural (NBO) analysis, given in e for atoms 1 to 2: 0.559 -0.595

3.
C20H18AuI2N6S | ωB97M-V/def2-TZVPD

## Properties
E_tot ... -60691.419 eV
Energy relative to the best compared isomer or geometry (same formula, charge and spin) ... 0.000 eV
E_HOMO (alpha / beta) ... -9.834 / -9.831 eV

Structure (ORCA input):
```
! RIJCOSX wB97M-V def2-TZVPD def2/J DEFGRID3
* xyz 1 1
Au 1.0219 -0.0500 -0.7916
S -1.2152 1.1530 -0.2899
C -2.0335 -0.3695 -0.1679
N -3.2742 -0.6205 0.2058
N -4.0462 0.2494 0.7981
C -3.7600 1.2743 1.7419
C -4.6146 2.3711 1.7733
C -4.4370 3.3509 2.7335
C -3.4147 3.2352 3.6679
C -2.5854 2.1252 3.6469
C -2.7555 1.1356 2.6902
N -1.5360 -1.5789 -0.6382
N -0.3642 -1.7065 -1.0264
C 0.0343 -3.0129 -1.4623
C -0.9065 -4.0206 -1.6553
C -0.4775 -5.2614 -2.0919
C 0.8702 -5.5006 -2.3351
C 1.7967 -4.4875 -2.1448
C 1.3778 -3.2378 -1.7126
H -5.0149 -0.0302 0.7635
H -5.4043 2.4588 1.0372
H -5.0977 4.2070 2.7523
H -3.2779 4.0015 4.4189
H -1.8029 2.0142 4.3862
H -2.1346 0.2524 2.7074
H -1.9507 -3.8238 -1.4621
H -1.2025 -6.0493 -2.2452
H 1.1939 -6.4746 -2.6759
H 2.8467 -4.6673 -2.3336
H 2.0948 -2.4399 -1.5634
N 1.2844 0.4528 -4.0194
C 1.0939 0.3568 -2.8903
H 1.3659 0.5989 -5.0077
I 4.5669 -0.9569 -0.4664
C 4.0072 1.0426 -0.3991
C 4.9736 2.0052 -0.1576
C 4.5837 3.3321 -0.0898
C 3.2488 3.6600 -0.2642
C 2.3481 2.6429 -0.4943
N 2.7202 1.3564 -0.5666
H 6.0048 1.7170 -0.0192
H 5.3191 4.1018 0.1028
H 2.9042 4.6823 -0.2133
H 1.2887 2.8341 -0.6127
I 1.6406 0.7781 2.5710
C 1.0116 -0.6539 1.1636
H 0.0066 -0.9541 1.4330
H 1.7016 -1.4935 1.2032
*
```

Atom charges from the natural (NBO) analysis, given in e for atoms 1 to 2: 1.131 -0.388

4.
C20H18BrEuF3NO5P3 | ωB97M-V/def2-TZVPD

## Properties
E_tot ... -158127.125 eV
Energy relative to the best compared isomer or geometry (same formula, charge and spin) ... 3.011 eV
Expectation value of S² ... 15.760
E_HOMO (alpha / beta) ... -11.553 / -11.553 eV

Structure (ORCA input):
```
! RIJCOSX wB97M-V def2-TZVPD def2/J DEFGRID3
* xyz 2 8
C -4.8851 -2.6523 0.7967
P -2.9964 -2.6029 0.5282
C -2.3700 -4.0313 1.5648
C -2.4826 -0.9451 1.2078
C -3.4755 0.0317 1.7076
C -3.0953 1.3491 2.2535
P -4.4955 2.4467 2.9101
N -5.5321 2.8548 1.5438
O -3.8298 3.8766 3.5389
C -1.6866 1.7518 2.2766
C -0.7138 0.7886 1.7854
C -1.0795 -0.5487 1.2752
C 0.1164 -1.4421 0.8510
O 0.2006 -2.6116 1.1160
C 1.2922 -0.7430 0.1004
C 1.6453 0.5824 0.6410
C 2.7187 1.3810 0.0873
Br 3.1790 3.1656 0.7347
C 3.5190 0.7219 -1.0968
P 4.9422 1.7134 -1.8043
C 4.3528 3.3262 -2.5251
O 5.9306 1.9448 -0.4947
C 3.1686 -0.6032 -1.6430
C 4.0883 -1.0922 -2.8125
C 3.8186 -0.3144 -4.1571
O 4.7111 -0.2447 -4.9546
C 2.0411 -1.3866 -1.1105
C 1.6344 -2.7478 -1.7006
F 0.2813 -2.9879 -1.6275
F 1.9127 -2.8724 -3.0390
F 2.2441 -3.7411 -0.9817
C 0.8075 1.1633 1.8300
O 1.2593 1.8057 2.7269
H -5.0513 -2.2334 1.8342
H -5.4414 -2.0376 0.0381
H -5.2752 -3.7015 0.8407
H -1.7727 -3.6727 2.4441
H -3.1631 -4.7483 1.8825
H -1.6341 -4.5837 0.9177
H -4.5722 -0.1934 1.7279
H -5.1015 2.4452 0.7054
H -5.5294 3.8713 1.4051
H -3.1361 4.2250 2.9452
H -1.4215 2.7555 2.6765
H 3.2887 3.4900 -2.2239
H 4.4716 3.2556 -3.6424
H 4.9556 4.1557 -2.0798
H 5.9151 2.8920 -0.2452
H 4.1007 -2.2036 -2.9372
H 5.1437 -0.8196 -2.5186
H 2.8453 0.2108 -4.3846
Eu -6.1524 -0.6023 -0.8599
*
```

Atom charges from the Löwdin analysis, given in e for atoms 1 to 2: -0.351 0.926

5.
C20H18Cl5GeN2OsSe2 | ωB97M-V/def2-TZVPD

## Properties
E_tot ... -276290.281 eV
Energy relative to the best compared isomer or geometry (same formula, charge and spin) ... 0.000 eV
Expectation value of S² ... 6.036
E_HOMO (alpha / beta) ... -10.123 / -10.923 eV

Structure (ORCA input):
```
! RIJCOSX wB97M-V def2-TZVPD def2/J DEFGRID3
* xyz 1 5
Os -8.4964 -6.9688 -10.5935
Cl -8.1049 -3.9317 -12.4833
C -9.3281 -4.1058 -11.2730
C -9.4891 -5.2173 -10.3738
C -10.5127 -5.0752 -9.4054
Cl -10.9651 -6.4867 -8.4573
C -11.1210 -3.8509 -9.1535
Cl -12.0578 -3.5286 -7.7179
C -10.9423 -2.7471 -9.9837
Cl -11.5711 -1.1774 -9.7282
C -10.2463 -3.0305 -11.1522
Cl -10.4715 -2.0486 -12.4674
Se -8.0525 -9.1492 -9.2896
Se -6.2079 -6.4614 -11.1541
C -6.3075 -7.8694 -12.3648
C -5.2049 -8.6961 -12.5437
C -5.2319 -9.6476 -13.5892
C -6.3534 -9.6354 -14.4183
C -7.4777 -8.8408 -14.1589
N -7.4717 -8.0158 -13.0810
C -7.7581 -7.8713 -7.9723
C -7.4211 -8.1886 -6.6820
C -7.3506 -7.0817 -5.7854
C -7.2703 -5.7954 -6.3330
C -7.4602 -5.6405 -7.6905
N -7.7946 -6.6255 -8.4972
H -4.3993 -8.5483 -11.8386
H -4.4590 -10.4070 -13.7742
H -6.4351 -10.2176 -15.3276
H -8.2676 -8.6696 -14.8540
H -7.5694 -9.2482 -6.4431
H -7.4060 -7.2642 -4.6968
H -7.1559 -4.9080 -5.7432
H -7.4934 -4.6800 -8.1696
C -10.7089 -9.3584 -14.6502
Ge -10.4863 -7.8757 -13.2808
C -10.9740 -8.9339 -11.6087
C -11.6439 -6.3197 -13.5505
C -8.6428 -7.2034 -12.6769
H -11.7143 -9.7667 -14.6166
H -10.0102 -10.1816 -14.4910
H -10.5479 -9.0279 -15.6907
H -11.8735 -9.5703 -11.8444
H -11.2609 -8.1957 -10.8335
H -10.1255 -9.4995 -11.1748
H -12.5411 -6.3083 -12.8323
H -12.0964 -6.1955 -14.5613
H -11.0166 -5.4340 -13.4424
H -8.5236 -6.2366 -13.1731
*
```

Atom charges from the natural (NBO) analysis, given in e for atoms 1 to 2: 1.046 0.072